No. 1
{"formula": "C6H7N2O", "method": "wB97M-V/def2-TZVPD", "smiles": "C1=C[n+]2[nH]ccc2OC1", "e_tot_ev": -11355.0203, "charge": 1, "lumo_energy_ev": -3.51, "orbital_gap_ev": 10.223, "relative_energy_kj_mol": 0.0, "homo_ha": -0.50461, "species": ["C", "C", "N", "N", "C", "C", "C", "O", "C", "H", "H", "H", "H", "H", "H", "H"], "xyz": [[1.985022, 0.618333, -0.054881], [0.896092, 1.359792, -0.053834], [-0.407263, 0.566615, 0.020226], [-1.677157, 1.011286, 0.020875], [-2.494750, -0.049880, 0.000422], [-1.738559, -1.200015, -0.030187], [-0.399752, -0.775501, -0.018028], [0.681040, -1.501239, -0.041417], [1.972971, -0.873405, 0.066618], [2.959817, 1.073756, -0.121069], [0.782513, 2.423671, -0.111686], [-1.901285, 1.995856, 0.037931], [-3.559832, 0.062129, 0.025569], [-2.078245, -2.213158, -0.066183], [2.589410, -1.331071, -0.714510], [2.389976, -1.167166, 1.040154]], "forces_ev_per_a": [[-0.344, -0.063, 0.015], [-2.091, -1.469, 0.073], [2.960, 0.893, -0.095], [-0.149, 0.150, -0.012], [0.233, -0.314, -0.007], [0.263, 0.097, -0.024], [-1.177, 0.505, 0.099], [0.004, -0.033, -0.120], [0.614, -0.131, 0.132], [0.068, 0.163, 0.006], [0.020, 0.208, -0.035], [0.104, -0.107, 0.033], [-0.201, 0.121, -0.037], [-0.116, -0.192, 0.031], [-0.108, 0.119, 0.151], [-0.079, 0.051, -0.211]], "nbo_charge": [-0.1929, -0.0327, -0.1792, -0.3041, 0.0640, -0.3448, 0.5524, -0.4188, -0.1097, 0.2657, 0.2489, 0.4507, 0.2617, 0.2755, 0.2354, 0.2279]}



No. 2
{"formula": "CBr2N4", "method": "wB97M-V/def2-TZVPD", "smiles": "Brc1nnnn1Br", "e_tot_ev": -147079.2918, "charge": 0, "lumo_energy_ev": -1.49, "orbital_gap_ev": 9.370, "relative_energy_kj_mol": 0.0, "homo_ha": -0.39925, "species": ["Br", "C", "N", "N", "N", "N", "Br"], "xyz": [[-1.928887, 0.540157, 1.510201], [-0.440941, 0.518623, 0.275876], [0.225469, 1.491224, -0.319847], [1.134644, 0.878826, -1.086094], [1.103229, -0.373235, -0.952993], [0.124424, -0.658597, -0.085493], [-0.217938, -2.396997, 0.658350]], "forces_ev_per_a": [[1.358, 0.332, -1.130], [-0.366, -0.004, 0.922], [-1.739, -0.180, 0.830], [0.473, 0.626, -0.228], [0.583, -1.857, -0.178], [-0.777, -0.604, 0.761], [0.468, 1.688, -0.977]], "nbo_charge": [0.1255, 0.2432, -0.3023, -0.0378, -0.0580, -0.2937, 0.3230]}



No. 3
{"formula": "C4H8NO3S", "method": "wB97M-V/def2-TZVPD", "e_tot_ev": -22742.7888, "charge": -1, "lumo_energy_ev": 3.54, "orbital_gap_ev": 7.386, "relative_energy_kj_mol": 414.4, "homo_ha": -0.14130, "species": ["C", "C", "C", "C", "N", "O", "O", "O", "S", "H", "H", "H", "H", "H", "H", "H", "H"], "xyz": [[-2.341291, -1.411470, 2.490702], [-0.374318, 0.441318, -0.143846], [2.858690, -0.188205, -1.795275], [1.689616, 0.692426, -1.339887], [-1.127868, -0.483795, 0.397223], [-0.564316, 1.631184, -0.230356], [-3.791763, -0.460845, 0.526427], [0.737812, -0.160478, -0.732361], [-2.513063, -0.342753, 1.222759], [-3.262441, -1.692373, 3.048156], [-1.445391, -1.230508, 3.190352], [3.534042, 0.569073, -2.119871], [3.373673, -0.592186, -0.840343], [2.463577, -0.983262, -2.419545], [1.241269, 1.205178, -2.142730], [2.088129, 1.497918, -0.589941], [-2.566356, 1.508779, 1.478537]], "forces_ev_per_a": [[0.418, 0.621, 1.297], [-0.344, 0.265, -0.663], [-0.469, 0.328, 3.152], [0.981, 0.079, 2.502], [-1.747, -1.950, 1.445], [0.544, 1.386, -0.227], [0.499, -0.400, -0.036], [-0.041, 0.112, 0.410], [1.352, 2.531, 0.250], [0.524, 0.584, -0.722], [-1.258, -0.285, -1.556], [0.943, -0.086, -1.409], [-0.990, 0.179, -1.560], [0.645, 0.078, -0.411], [-0.522, 0.765, -1.137], [-0.799, -1.316, -1.190], [0.263, -2.890, -0.145]], "nbo_charge": [-1.0369, 0.8657, -0.6306, -0.0454, -0.9415, -0.6907, -0.9759, -0.5462, 1.8073, 0.2058, 0.2092, 0.2012, 0.2000, 0.2180, 0.1696, 0.1590, -0.1686]}



No. 4
{"formula": "C34H32FN6O3RbSTe", "method": "wB97M-V/def2-TZVPD", "e_tot_ev": -72359.9678, "charge": 0, "lumo_energy_ev": -2.01, "orbital_gap_ev": 2.279, "relative_energy_kj_mol": 9.7, "homo_ha": -0.15757, "species": ["Rb", "C", "C", "N", "C", "C", "C", "O", "O", "C", "O", "C", "C", "C", "F", "C", "C", "C", "N", "C", "C", "N", "C", "C", "H", "H", "H", "H", "H", "H", "H", "H", "H", "H", "H", "H", "H", "H", "H", "H", "H", "H", "N", "C", "C", "C", "C", "C", "C", "S", "N", "C", "C", "C", "C", "C", "C", "N", "H", "H", "H", "H", "H", "H", "H", "H", "H", "Te", "C", "C", "C", "C", "C", "C", "H", "H", "H", "H", "H"], "xyz": [[1.261774, -3.097002, -0.764535], [5.225496, 4.332245, -1.601560], [4.847445, 3.714813, -0.266150], [3.816239, 2.688150, -0.390642], [4.199465, 1.380077, -0.485134], [3.400338, 0.309363, -0.695305], [4.114422, -1.052175, -0.845684], [5.298290, -1.066948, -0.486548], [3.405775, -1.958452, -1.336936], [1.970752, 0.533782, -0.751658], [1.086462, -0.310120, -0.831022], [1.559228, 1.970668, -0.669857], [0.195686, 2.252754, -0.770117], [-0.216304, 3.549105, -0.735562], [-1.536699, 3.865526, -0.866087], [0.683660, 4.612295, -0.592151], [2.028692, 4.343000, -0.477316], [2.484119, 3.010421, -0.518506], [0.173819, 5.932472, -0.612309], [-0.884931, 6.350837, 0.260388], [-2.070011, 6.834342, -0.552499], [-1.575084, 7.924000, -1.488367], [-0.427216, 7.470977, -2.370117], [0.689048, 6.947080, -1.479169], [5.995733, 5.093288, -1.469494], [4.367134, 4.797547, -2.089092], [5.615545, 3.568082, -2.273919], [4.512885, 4.465549, 0.452407], [5.711164, 3.230738, 0.186390], [5.260119, 1.178319, -0.377761], [-0.496829, 1.429176, -0.893653], [2.717837, 5.166620, -0.353394], [-0.541652, 7.160302, 0.926628], [-1.204071, 5.528556, 0.896765], [-2.868103, 7.275720, 0.042181], [-2.454537, 6.041672, -1.190059], [-1.265756, 8.722072, -0.929056], [-2.343737, 8.260902, -2.066222], [-0.145585, 8.329510, -2.978365], [-0.832901, 6.678422, -2.996625], [1.139901, 7.785520, -0.923319], [1.466891, 6.533982, -2.119501], [-3.546112, -2.591871, 1.734607], [-4.467000, -1.941700, 0.892686], [-5.616854, -1.376951, 1.418797], [-6.536272, -0.748248, 0.586672], [-6.290149, -0.660802, -0.773387], [-5.122659, -1.210292, -1.293143], [-4.218388, -1.869027, -0.475485], [-2.796117, -2.651877, -1.154351], [-1.771065, -2.769125, 0.186394], [-2.223049, -2.775822, 1.368328], [-1.252070, -3.062549, 2.497567], [-1.672789, -3.312564, 3.795987], [-0.715723, -3.628622, 4.751800], [0.609810, -3.690836, 4.378171], [0.930601, -3.433188, 3.050880], [0.025928, -3.115564, 2.136284], [-3.742826, -2.530320, 2.715823], [-5.803788, -1.447529, 2.484521], [-7.441555, -0.331991, 1.008745], [-6.998277, -0.174684, -1.430984], [-4.921656, -1.146201, -2.356275], [-2.714158, -3.319108, 4.085069], [-1.018469, -3.845431, 5.767964], [1.389168, -3.958114, 5.078100], [1.954965, -3.511377, 2.705698], [-0.121843, -6.253590, 0.616149], [0.438264, -8.176932, -0.056062], [1.700252, -8.412154, -0.612061], [2.075727, -9.674620, -1.049922], [1.201003, -10.748174, -0.943385], [-0.054840, -10.532160, -0.392233], [-0.429947, -9.268153, 0.042577], [2.397343, -7.587393, -0.696295], [3.063022, -9.817369, -1.475364], [1.492864, -11.734835, -1.281545], [-0.753592, -11.356504, -0.298364], [-1.414284, -9.117477, 0.468988]], "forces_ev_per_a": [[-0.846, -0.703, 0.234], [0.042, 0.056, -0.081], [-0.055, -0.108, 0.125], [-0.032, 0.157, 0.009], [0.106, -0.182, -0.049], [-0.074, 0.330, 0.057], [-0.102, -0.072, -0.070], [0.021, 0.004, -0.009], [0.825, 0.387, -0.080], [-0.092, 0.053, 0.042], [0.001, 0.046, -0.015], [0.037, -0.179, -0.061], [0.025, 0.030, 0.025], [0.142, 0.107, 0.040], [-0.076, -0.047, -0.056], [-0.324, -0.016, -0.060], [0.091, -0.099, -0.011], [0.056, 0.050, 0.002], [0.170, -0.008, 0.090], [0.031, -0.010, 0.085], [-0.013, 0.212, -0.235], [0.067, -0.041, 0.045], [-0.311, 0.102, 0.070], [0.081, -0.019, -0.062], [-0.001, -0.008, 0.021], [-0.014, -0.012, 0.014], [-0.009, -0.008, 0.010], [0.000, 0.030, -0.036], [0.019, 0.009, -0.036], [-0.002, 0.024, -0.023], [0.024, -0.017, 0.013], [-0.001, 0.004, 0.009], [-0.031, 0.013, -0.003], [0.009, 0.008, -0.038], [0.011, -0.057, 0.059], [-0.024, -0.046, 0.066], [0.035, -0.016, 0.027], [-0.016, -0.043, -0.029], [0.085, -0.038, -0.010], [0.067, -0.011, -0.030], [-0.037, 0.008, 0.014], [0.002, -0.022, 0.024], [-0.159, -0.045, -0.306], [0.183, -0.092, 0.171], [-0.067, 0.065, -0.018], [0.012, -0.006, -0.008], [0.042, -0.038, 0.065], [-0.030, 0.050, -0.051], [-0.186, 0.103, -0.129], [0.042, -0.054, 0.217], [0.056, 0.099, -0.350], [0.308, -0.156, 0.610], [-0.296, 0.074, -0.475], [0.122, -0.079, 0.132], [-0.131, 0.014, -0.019], [0.151, -0.015, -0.060], [-0.157, -0.052, 0.012], [0.192, 0.131, 0.038], [0.017, 0.030, 0.033], [0.006, 0.008, 0.003], [0.001, 0.000, -0.001], [-0.005, -0.005, -0.001], [0.019, 0.000, 0.011], [-0.014, -0.001, -0.027], [0.015, -0.003, 0.002], [-0.031, 0.000, 0.026], [0.013, 0.027, 0.015], [-0.004, 0.093, 0.040], [0.048, -0.050, -0.038], [-0.048, -0.001, 0.021], [0.028, 0.010, -0.006], [-0.005, 0.043, 0.013], [-0.042, -0.033, 0.009], [0.024, 0.040, 0.001], [0.007, -0.004, -0.007], [-0.005, -0.015, -0.001], [0.002, 0.000, -0.004], [0.006, 0.000, -0.004], [-0.002, -0.008, -0.002]], "mulliken_charge": [0.9595, -0.9477, -1.0391, 0.1881, 0.0077, -0.3142, 0.3049, -0.7550, -0.7475, 1.0430, -0.8498, 0.4003, -1.4113, 0.8103, -0.3425, -0.6534, -0.7432, 0.3331, 0.2819, -0.7039, -0.6968, -0.1544, -0.8064, -0.5780, 0.3713, 0.2519, 0.3260, 0.4268, 0.4897, 0.4781, 0.7180, 0.4638, 0.3244, 0.3941, 0.3504, 0.4504, 0.3841, 0.3460, 0.4108, 0.3576, 0.3426, 0.3928, -0.0982, 0.3910, -0.6251, -0.5192, -0.6390, -0.5777, 0.3932, -0.2030, 0.1171, 0.1792, 0.4930, -0.7154, -0.5469, -0.5732, -0.2551, 0.1786, 0.0567, 0.3529, 0.3694, 0.3770, 0.3984, 0.3242, 0.4039, 0.3900, 0.3774, -0.4413, -0.1786, -0.3326, -0.4544, -0.4145, -0.4225, -0.2957, 0.3265, 0.3256, 0.3460, 0.3169, 0.3113]}



No. 5
{"formula": "C3H5NO", "method": "wB97M-V/def2-TZVPD", "smiles": "O=C1CCN1", "e_tot_ev": -6728.4657, "charge": 0, "lumo_energy_ev": 0.88, "orbital_gap_ev": 10.641, "relative_energy_kj_mol": 106.8, "homo_ha": -0.35872, "species": ["O", "C", "C", "C", "N", "H", "H", "H", "H", "H"], "xyz": [[1.855209, 0.031907, 0.069907], [0.663681, 0.057143, -0.082357], [-0.503885, 1.030276, -0.042012], [-1.459069, -0.153450, 0.088264], [-0.252468, -0.973586, -0.165716], [-0.423509, 1.674789, 0.893149], [-0.642326, 1.739791, -0.870697], [-2.222747, -0.295759, -0.739895], [-1.880749, -0.159489, 1.137247], [-0.109430, -2.003302, 0.397576]], "forces_ev_per_a": [[-0.396, 0.419, -0.311], [-0.215, -0.753, 0.476], [0.154, 3.159, 0.803], [-0.191, 0.117, -0.420], [-0.060, -5.215, 2.732], [-0.170, -0.810, -1.057], [0.129, -0.435, 0.095], [0.718, 0.291, 1.316], [0.271, -0.526, -1.286], [-0.240, 3.752, -2.349]], "nbo_charge": [-0.5687, 0.6772, -0.5187, -0.2266, -0.6196, 0.2331, 0.2368, 0.2008, 0.1961, 0.3896]}



No. 6
{"formula": "C9H25BIN4O10P", "method": "wB97M-V/def2-TZVPD", "smiles": "C[N+](=O)[O-].C[N+](=O)[O-].C[N+](=O)[O-].C[N+](=O)[O-].CCOB(O)PCCCI", "e_tot_ev": -54226.3665, "charge": 0, "lumo_energy_ev": -0.42, "orbital_gap_ev": 7.663, "relative_energy_kj_mol": 286.9, "homo_ha": -0.29699, "species": ["C", "N", "O", "O", "H", "H", "H", "C", "N", "O", "O", "H", "H", "H", "C", "N", "O", "O", "H", "H", "H", "C", "N", "O", "O", "H", "H", "H", "C", "C", "O", "B", "O", "P", "C", "C", "C", "I", "H", "H", "H", "H", "H", "H", "H", "H", "H", "H", "H", "H", "H"], "xyz": [[2.535399, -1.770277, 2.830030], [2.263752, -0.444943, 2.210971], [1.081677, -0.152223, 1.996091], [3.244754, 0.264109, 1.958161], [1.586071, -2.283849, 2.996385], [3.163038, -2.335020, 2.137557], [3.048859, -1.592627, 3.777138], [2.516024, -0.373625, 7.748441], [2.978154, -1.109818, 6.540966], [4.080845, -0.798561, 6.075830], [2.220958, -1.979307, 6.094116], [3.277365, 0.357041, 8.029758], [1.579167, 0.125193, 7.491799], [2.371037, -1.105753, 8.545422], [0.670201, 0.580594, -5.270123], [-0.131201, -0.431213, -4.530163], [-0.086064, -1.597658, -4.938242], [-0.782988, -0.025986, -3.560629], [1.189448, 0.086405, -6.094024], [-0.021341, 1.336338, -5.648283], [1.385494, 1.012637, -4.567339], [-0.914474, -3.898365, -2.865506], [-0.158947, -4.601639, -1.794000], [-0.070571, -5.832199, -1.878097], [0.324014, -3.898598, -0.898728], [-1.281060, -4.636428, -3.582116], [-1.747152, -3.374202, -2.391917], [-0.228260, -3.199724, -3.348439], [3.378910, 1.450094, -1.003788], [1.834093, 1.802536, -0.469510], [0.916486, 2.165084, -1.575637], [-0.443124, 2.270855, -0.972253], [-0.612946, 2.637469, 0.478520], [-2.092385, 1.924037, -1.921998], [-3.467300, 2.805322, -0.917682], [-4.467829, 1.644789, -0.322976], [-5.759242, 1.388783, -1.354146], [-7.582350, 1.531492, -0.136704], [4.046031, 1.489006, -0.014614], [3.679803, 2.269504, -1.791387], [3.448396, 0.342342, -1.425444], [1.348632, 0.845214, 0.045705], [1.991395, 2.689907, 0.313316], [-0.717811, 1.753022, 0.969224], [-2.233009, 0.465502, -1.833168], [-3.067047, 3.422048, 0.012939], [-4.014010, 3.598848, -1.612732], [-4.848407, 2.034120, 0.739195], [-3.945824, 0.597203, -0.197810], [-5.654245, 0.337250, -1.878170], [-5.832417, 2.215272, -2.195937]], "forces_ev_per_a": [[-0.147, -0.281, 0.090], [0.006, 0.718, -0.351], [1.494, -0.145, 0.335], [-1.653, -0.864, 0.370], [0.211, 0.247, -0.090], [-0.017, 0.193, 0.147], [0.023, -0.035, -0.268], [0.097, 0.258, 0.234], [0.462, -0.399, -0.738], [-1.639, -0.647, 0.408], [1.169, 1.172, 0.477], [-0.134, -0.243, -0.186], [0.111, -0.228, 0.060], [-0.101, 0.097, -0.220], [0.233, 0.046, -0.266], [-0.509, -0.420, 0.610], [-0.235, 1.408, 0.644], [1.126, -1.150, -1.641], [-0.212, -0.003, 0.261], [0.112, -0.073, 0.244], [-0.274, 0.033, -0.010], [-0.073, -0.069, -0.230], [0.404, -0.653, 0.658], [0.054, 1.726, 0.372], [-0.571, -1.121, -1.134], [0.160, 0.104, 0.266], [0.269, 0.035, -0.055], [-0.254, -0.062, 0.213], [-1.005, -0.111, 0.779], [1.695, -0.700, 0.806], [-2.722, 0.023, 2.779], [2.084, 0.015, 1.612], [0.601, -2.490, -1.965], [-0.342, 0.743, -0.961], [-0.463, -0.133, 1.381], [-0.952, 0.542, -0.100], [1.588, 0.139, -0.482], [0.576, -0.257, -0.775], [-1.353, 0.044, -2.441], [-0.399, -1.778, 1.574], [-0.162, 2.504, 0.645], [1.446, 2.297, -0.909], [-0.775, -1.997, -1.766], [0.174, 1.951, -0.891], [-0.044, 1.311, 0.581], [-0.498, -1.416, -2.068], [1.005, -1.972, 1.387], [0.696, -1.106, -2.446], [-0.852, 2.295, -0.099], [-0.545, 2.164, 1.230], [0.134, -1.712, 1.930]], "nbo_charge": [-0.4845, 0.5303, -0.3933, -0.3752, 0.2361, 0.2387, 0.2522, -0.4833, 0.5223, -0.3660, -0.3825, 0.2361, 0.2407, 0.2398, -0.4863, 0.5333, -0.3934, -0.3691, 0.2306, 0.2427, 0.2517, -0.4879, 0.5228, -0.3735, -0.3880, 0.2292, 0.2342, 0.2563, -0.6549, -0.0940, -0.7497, 0.9242, -0.9710, 0.1424, -0.6969, -0.4389, -0.5421, 0.0597, 0.2368, 0.2175, 0.2074, 0.1893, 0.1989, 0.5058, 0.0449, 0.2580, 0.2341, 0.2304, 0.2202, 0.2323, 0.2316]}